{"formula": "C36H85N", "method": "ωB97M-V/def2-TZVPD", "de_lowest_kj_mol": 274.9, "smiles": "CCN(CC)CC.CCCCCC.CCCCCC.CCCCCC.CCCCCC.CCCCCC", "homo_lumo_gap_ev": 9.163, "multiplicity": 1, "species": ["C", "C", "N", "C", "C", "C", "C", "H", "H", "H", "H", "H", "H", "H", "H", "H", "H", "H", "H", "H", "H", "H", "C", "C", "C", "C", "C", "C", "H", "H", "H", "H", "H", "H", "H", "H", "H", "H", "H", "H", "H", "H", "C", "C", "C", "C", "C", "C", "H", "H", "H", "H", "H", "H", "H", "H", "H", "H", "H", "H", "H", "H", "C", "C", "C", "C", "C", "C", "H", "H", "H", "H", "H", "H", "H", "H", "H", "H", "H", "H", "H", "H", "C", "C", "C", "C", "C", "C", "H", "H", "H", "H", "H", "H", "H", "H", "H", "H", "H", "H", "H", "H", "C", "C", "C", "C", "C", "C", "H", "H", "H", "H", "H", "H", "H", "H", "H", "H", "H", "H", "H", "H"], "coordinates": [[-82.3924, 6.0841, 167.5424], [-83.0770, 4.8140, 168.2434], [-82.1133, 3.6688, 168.1432], [-82.3976, 2.7393, 169.2369], [-83.8359, 2.1960, 169.3534], [-82.0048, 3.0908, 166.7829], [-80.4988, 2.8969, 166.4918], [-82.2298, 5.8762, 166.4062], [-81.4976, 6.2900, 167.9409], [-83.0207, 6.9844, 167.6617], [-84.1885, 4.6071, 167.6959], [-83.0979, 5.1351, 169.3256], [-81.9686, 3.0834, 170.1270], [-82.1558, 1.7513, 169.2731], [-84.1362, 1.7871, 168.3441], [-84.5847, 2.7801, 169.8294], [-83.9841, 1.1752, 170.1592], [-82.6075, 3.5877, 165.9127], [-82.5192, 2.2843, 166.9010], [-79.8987, 2.6971, 167.5015], [-79.9915, 3.6751, 166.2758], [-80.4723, 2.1049, 165.7687], [-86.4968, 17.5956, 165.2734], [-86.5653, 16.6475, 164.0726], [-87.3304, 15.3700, 164.3351], [-87.5241, 14.4542, 163.0808], [-88.2363, 13.1763, 163.4411], [-88.4598, 12.2533, 162.2104], [-85.6437, 17.2260, 165.9181], [-87.2674, 17.4463, 165.9508], [-86.2973, 18.5439, 165.1941], [-85.4906, 16.4436, 163.7718], [-87.0441, 17.1685, 163.4225], [-88.3919, 15.4793, 164.7869], [-86.8030, 14.8530, 165.0914], [-86.6009, 14.1538, 162.5861], [-87.9035, 14.9871, 162.1540], [-89.3215, 13.4452, 163.7536], [-87.7236, 12.7970, 164.0624], [-89.0992, 11.2634, 162.3469], [-87.4554, 11.9148, 161.7748], [-88.9405, 12.8417, 161.3831], [-85.2465, 8.8994, 160.6096], [-84.2979, 8.8911, 161.6772], [-84.4772, 9.9424, 162.8255], [-83.7122, 9.7674, 164.0360], [-83.8575, 10.8212, 165.1557], [-83.3073, 10.5641, 166.5884], [-85.7515, 9.7774, 160.4322], [-86.1937, 8.4790, 161.0633], [-84.9321, 8.4752, 159.5977], [-83.2635, 9.1367, 161.3943], [-84.1711, 7.8987, 161.9417], [-85.5051, 10.0619, 163.2899], [-84.1225, 11.0060, 162.3856], [-82.5998, 9.9250, 163.9258], [-83.7996, 8.6905, 164.3447], [-84.8623, 10.9911, 165.3094], [-83.6522, 11.9806, 164.9145], [-82.3096, 10.6076, 166.3492], [-83.4679, 9.5012, 166.9105], [-83.5667, 11.2761, 167.2457], [-91.4154, 13.7966, 172.5819], [-90.3650, 12.9753, 171.8734], [-89.8238, 13.6612, 170.4692], [-88.9074, 12.7265, 169.6389], [-88.2946, 13.4310, 168.4381], [-87.1406, 12.6703, 167.8189], [-91.1442, 14.8357, 172.8454], [-91.5524, 13.3955, 173.5636], [-92.2099, 13.8068, 171.8468], [-90.9073, 12.2150, 171.4749], [-89.5863, 12.6530, 172.5067], [-89.4272, 14.4617, 170.9927], [-90.7371, 13.9290, 169.8494], [-89.5868, 12.1831, 169.1314], [-88.0727, 12.1712, 170.5033], [-87.7032, 14.3016, 168.8086], [-89.0968, 13.4223, 167.7356], [-87.0628, 13.2144, 166.8545], [-87.2421, 11.5870, 167.6049], [-86.1710, 12.7306, 168.4817], [-79.5015, 10.1720, 166.8461], [-79.8767, 8.7729, 166.4642], [-79.9003, 8.5909, 164.9510], [-80.6160, 7.3838, 164.4873], [-80.7034, 7.2513, 162.9453], [-81.1784, 5.8619, 162.5973], [-78.4606, 10.4062, 166.7982], [-79.9400, 10.2519, 167.9779], [-79.9393, 10.9233, 166.2954], [-80.8301, 8.5161, 166.7996], [-79.3373, 8.0770, 166.9120], [-79.0504, 8.8720, 164.5330], [-80.2960, 9.5067, 164.3909], [-81.5516, 7.5839, 164.9322], [-80.2450, 6.5182, 165.0335], [-79.7407, 7.4270, 162.4659], [-81.2553, 7.8994, 162.3811], [-82.0395, 5.5674, 163.1246], [-80.5157, 5.1469, 162.8870], [-81.4439, 5.9167, 161.4204], [-85.3696, 5.7586, 164.3123], [-86.6589, 5.4472, 163.6148], [-87.8650, 6.1791, 164.2300], [-87.7778, 7.7382, 164.2797], [-89.0998, 8.3357, 164.9312], [-88.9846, 9.8254, 165.2785], [-84.5384, 5.0514, 163.9582], [-85.5490, 5.1732, 165.1721], [-84.9352, 6.7867, 164.3642], [-86.8377, 4.2842, 163.4485], [-86.7211, 5.8213, 162.5338], [-87.8396, 5.7259, 165.2918], [-88.8316, 5.8190, 163.8886], [-87.5479, 8.1016, 163.3765], [-86.9289, 7.9323, 164.9143], [-89.3231, 7.6516, 165.9052], [-89.9008, 8.2909, 164.3215], [-89.9731, 10.0456, 165.6311], [-88.4894, 10.4511, 164.3558], [-88.2780, 9.8005, 165.9688]], "mulliken_charge": [-0.879, -0.409, 0.127, -0.974, -0.972, -0.485, -1.451, -0.074, 0.594, 0.262, 0.050, 0.401, 0.520, 0.438, 0.234, 0.338, 0.269, 0.082, 0.808, 0.294, 0.408, 0.386, -1.468, -0.638, -0.176, -0.924, 0.042, -1.133, 0.273, 0.389, 0.485, 0.284, 0.534, 0.294, 0.053, 0.338, 0.421, 0.124, 0.304, 0.292, 0.128, 0.415, -1.539, -0.223, 0.310, 1.321, -0.664, -0.965, 0.441, 0.198, 0.313, 0.265, 0.367, -0.291, 0.180, -0.077, -0.947, 0.470, 0.117, -0.012, 0.133, 0.575, -1.199, -0.736, -0.650, -0.601, -0.171, -0.618, 0.287, 0.353, 0.322, 0.403, 0.509, 0.431, 0.262, 0.277, 0.139, 0.230, 0.337, -0.117, 0.224, 0.332, -1.678, -0.209, -1.350, 0.493, -0.431, -1.324, 0.423, 0.267, 0.346, -0.008, 0.822, 0.924, 0.188, -0.183, 0.242, 0.387, 0.221, 0.155, 0.581, 0.257, -0.710, -0.443, -1.052, -0.088, -0.819, -0.829, 0.316, 0.427, -0.154, 0.274, 0.263, 0.264, 0.458, 0.339, 0.205, 0.281, 0.497, 0.452, -0.081, 0.288]}